(1)
{"formula": "C42H95N5O7", "method": "ωB97M-V/def2-TZVPD", "symbols": ["C", "C", "C", "C", "C", "C", "C", "C", "C", "N", "O", "H", "H", "H", "H", "H", "H", "H", "H", "H", "H", "H", "H", "H", "H", "H", "H", "H", "H", "H", "C", "C", "C", "C", "C", "C", "C", "C", "C", "N", "O", "H", "H", "H", "H", "H", "H", "H", "H", "H", "H", "H", "H", "H", "H", "H", "H", "H", "H", "H", "C", "C", "C", "C", "C", "C", "C", "C", "C", "N", "O", "H", "H", "H", "H", "H", "H", "H", "H", "H", "H", "H", "H", "H", "H", "H", "H", "H", "H", "H", "C", "C", "C", "C", "C", "C", "C", "C", "C", "N", "O", "H", "H", "H", "H", "H", "H", "H", "H", "H", "H", "H", "H", "H", "H", "H", "H", "H", "H", "H", "C", "O", "C", "C", "C", "N", "H", "H", "H", "H", "H", "H", "H", "H", "H", "H", "H", "C", "O", "H", "H", "H", "H", "C", "O", "H", "H", "H", "H"], "positions_angstrom": [[3.55904, 4.93951, 1.51070], [3.57220, 4.92521, -0.03256], [3.32394, 6.34837, -0.52483], [4.94631, 4.44594, -0.49289], [5.09679, 2.93510, -0.38981], [4.03018, 2.26647, -1.24328], [2.62045, 2.60867, -0.74930], [1.63434, 2.13392, -1.81576], [2.33439, 1.81045, 0.54107], [2.54745, 4.05672, -0.61952], [1.25352, 4.45599, -0.21211], [4.30779, 5.64205, 1.87467], [2.59767, 5.29185, 1.89952], [3.72288, 3.95585, 1.95203], [2.25673, 6.54192, -0.59565], [3.77117, 7.07807, 0.15322], [3.77165, 6.52973, -1.50417], [5.16140, 4.75055, -1.51933], [5.71446, 4.89570, 0.14350], [6.10596, 2.64524, -0.69307], [5.01248, 2.59598, 0.64679], [4.24918, 1.19408, -1.23283], [4.12473, 2.58121, -2.28649], [0.61059, 2.31187, -1.48268], [1.77731, 1.05546, -1.93569], [1.76539, 2.58706, -2.79771], [2.55521, 0.75928, 0.35950], [1.32968, 1.94484, 0.94645], [3.03428, 2.12654, 1.31883], [1.10487, 4.06114, 0.65976], [-3.79584, -4.81605, 1.95449], [-2.83930, -3.62373, 2.04853], [-3.64033, -2.32771, 2.13542], [-2.03485, -3.71129, 3.33950], [-0.99475, -4.80979, 3.28567], [-0.05011, -4.57412, 2.10306], [-0.74475, -4.39310, 0.74765], [0.23538, -3.68770, -0.19271], [-1.09721, -5.75809, 0.13650], [-1.89042, -3.49426, 0.94998], [-2.51932, -3.15716, -0.27446], [-3.28524, -5.77830, 1.95272], [-4.51040, -4.83604, 2.77542], [-4.34813, -4.75468, 1.00897], [-4.38862, -2.35658, 2.93024], [-2.97127, -1.50116, 2.36803], [-4.16500, -2.15790, 1.19551], [-1.51661, -2.77298, 3.55583], [-2.73347, -3.86729, 4.16701], [-0.35651, -4.79531, 4.17624], [-1.40299, -5.82256, 3.25844], [0.55604, -5.48586, 2.05863], [0.62236, -3.73984, 2.28921], [1.11610, -4.32229, -0.32052], [0.55479, -2.70631, 0.15718], [-0.21088, -3.56157, -1.18127], [-0.17243, -6.26281, -0.14296], [-1.71539, -5.62968, -0.75215], [-1.59797, -6.39424, 0.86582], [-3.13982, -3.87001, -0.48839], [-5.70627, -1.09888, -2.33753], [-5.20122, -0.60134, -3.70662], [-4.56509, -1.77418, -4.44151], [-6.40281, -0.14135, -4.53477], [-6.91408, 1.25329, -4.23272], [-5.77728, 2.28645, -4.28075], [-4.57673, 1.92553, -3.43289], [-3.36168, 2.67872, -3.94946], [-4.80255, 2.27978, -1.96995], [-4.24546, 0.49114, -3.63522], [-3.14452, 0.11842, -2.82438], [-4.88483, -1.49795, -1.72897], [-6.16763, -0.31112, -1.73635], [-6.43376, -1.90305, -2.44876], [-3.73695, -2.20351, -3.87573], [-5.30128, -2.56900, -4.58998], [-4.20564, -1.45411, -5.41933], [-6.08926, -0.17089, -5.58695], [-7.22000, -0.86334, -4.46375], [-7.65264, 1.53916, -4.98395], [-7.41644, 1.29607, -3.26103], [-6.20275, 3.21810, -3.90361], [-5.44820, 2.40066, -5.31542], [-3.59826, 3.74956, -4.00477], [-3.11293, 2.39934, -4.97291], [-2.50304, 2.53961, -3.29727], [-3.97396, 2.01656, -1.31039], [-5.69146, 1.78744, -1.56377], [-4.94976, 3.35600, -1.85480], [-3.50330, 0.11264, -1.92440], [4.02035, 0.40156, 6.51452], [3.90673, 0.97473, 5.08852], [3.90216, 2.49532, 5.16304], [5.16011, 0.55531, 4.30427], [5.10212, -0.88871, 3.81057], [3.79172, -1.08971, 3.05673], [2.56754, -0.83368, 3.92303], [1.34741, -0.93840, 3.01315], [2.37609, -1.87855, 5.03885], [2.70872, 0.54027, 4.37282], [1.55030, 0.96188, 5.08411], [4.75121, 0.98835, 7.08017], [3.08932, 0.55491, 7.06634], [4.30672, -0.64441, 6.53551], [3.58719, 2.90346, 4.19987], [3.20330, 2.84239, 5.92834], [4.88015, 2.89606, 5.42672], [5.27312, 1.19905, 3.42604], [6.01349, 0.67007, 4.97299], [5.95915, -1.15473, 3.19183], [5.14793, -1.54896, 4.68448], [3.77398, -2.04764, 2.53230], [3.79636, -0.32124, 2.27164], [1.23975, -0.14433, 2.26645], [0.40998, -0.91276, 3.57888], [1.33404, -1.85590, 2.42590], [1.85721, -2.76213, 4.66326], [1.82084, -1.43859, 5.86577], [3.32310, -2.24907, 5.43531], [1.16908, 1.62208, 4.49743], [-0.13043, -0.85941, -4.04328], [1.28627, -0.88856, -4.12094], [1.76521, -0.96410, -5.43703], [3.27967, -1.04977, -5.32084], [3.84081, 0.23563, -4.77344], [3.91105, -1.37365, -6.60464], [-0.51509, -1.84372, -4.34785], [-0.55382, -0.08635, -4.68828], [-0.42104, -0.72763, -3.00502], [1.35986, -1.84617, -5.95474], [1.50537, -0.05056, -5.99095], [3.47591, -1.83637, -4.57521], [3.45659, 0.46413, -3.78004], [3.57673, 1.09940, -5.39224], [4.93253, 0.20286, -4.72910], [3.48943, -2.20100, -7.00662], [4.89809, -1.54851, -6.47668], [-1.49310, 0.29479, 0.48136], [-2.85060, 0.06577, 0.11726], [-0.86621, 0.26126, -0.41756], [-1.37948, 1.33304, 0.80123], [-1.11267, -0.36611, 1.26060], [-2.94084, -0.85182, -0.17313], [-3.66828, 1.32245, 3.08495], [-3.78716, 2.07245, 1.88889], [-2.61826, 1.09671, 3.31068], [-4.08096, 1.91688, 3.89672], [-4.22387, 0.38227, 3.01789], [-3.57018, 1.48332, 1.16113]], "smiles": "CC1(C)CCCC(C)(C)N1O.CC1(C)CCCC(C)(C)N1O.CC1(C)CCCC(C)(C)N1O.CC1(C)CCCC(C)(C)N1O.COC[C@H](C)N.CO.CO", "energy_ev": -66873.13648, "de_lowest_kcal_mol": 0.0, "charge": 0}

(2)
{"formula": "C4H8O2", "method": "ωB97M-V/def2-TZVPD", "symbols": ["C", "C", "C", "O", "C", "O", "H", "H", "H", "H", "H", "H", "H", "H"], "positions_angstrom": [[-0.71406, -1.22557, 0.46440], [-0.36108, 0.17330, 0.15399], [-1.29437, 1.06467, -0.72196], [-0.93126, 2.05558, -1.32761], [1.17307, 0.28253, -0.28572], [2.10853, -0.41894, 0.42024], [-1.44117, -1.33204, 1.17668], [0.20545, -1.67282, 0.72117], [-1.12456, -1.81552, -0.41550], [-0.39844, 0.65060, 1.19757], [-2.28675, 0.80171, -0.49385], [1.20024, -0.08371, -1.45591], [1.44694, 1.35039, -0.52865], [2.41744, 0.16982, 1.09516]], "smiles": "C[C@H](C=O)CO", "energy_ev": -8370.95961, "de_lowest_kcal_mol": 53.5, "charge": 0}

(3)
{"formula": "C8H15HgNOP", "method": "ωB97M-V/def2-TZVPD", "symbols": ["C", "C", "C", "C", "C", "Hg", "P", "H", "H", "H", "H", "H", "H", "H", "H", "C", "N", "C", "C", "O", "H", "H", "H", "H", "H", "H", "H"], "positions_angstrom": [[1.57579, -0.41391, -3.05196], [0.42264, 0.10080, -3.79127], [-0.63979, -0.88124, -3.64518], [-0.24410, -1.71678, -2.52143], [1.18218, -1.49450, -2.30867], [-0.89425, 0.38587, -1.94708], [-0.42709, 2.54829, -0.84035], [2.58693, -0.00908, -3.12105], [0.42096, 0.95297, -4.47409], [-1.49052, -1.02568, -4.31138], [1.85011, -2.14633, -1.76632], [-0.81087, -2.59163, -2.20869], [-1.34675, 3.26609, 0.00706], [-0.21526, 3.44327, -1.93386], [0.83948, 2.48475, -0.16598], [0.82021, -1.13590, 3.08582], [-0.28484, -0.21207, 2.86070], [-0.92816, 0.41637, 4.01063], [-0.69667, 0.05548, 1.61116], [-0.22881, -0.50083, 0.59982], [0.92067, -1.25180, 4.16945], [1.75272, -0.73593, 2.66512], [0.60841, -2.10501, 2.61853], [-0.79090, 1.51049, 3.98980], [-2.01098, 0.21385, 3.99555], [-0.48379, 0.00344, 4.91986], [-1.48733, 0.83902, 1.55382]], "energy_ev": -25534.73997, "charge": -1}

Which of these has the lowest charge? C8H15HgNOP

Number 2 is which compound? C4H8O2

charge of number 2 (C4H8O2)? 0

Which value of charge does entry 3 give? -1